(1)
# C33H40Ge2N4Pt

A molecular structure, C33H40Ge2N4Pt (wB97M-V/def2-TZVPD, OMol25).

Geometry (Å):
Pt  -0.536627  0.009911  -0.559870
C  -0.913964  -2.107700  3.950515
C  -1.218663  -1.817110  2.480965
Ge  -0.368089  -0.115721  1.863401
C  -1.215854  1.541662  2.626818
C  -0.849441  1.725043  4.097263
C  1.491284  -0.105050  2.441629
C  2.507975  -0.019505  1.568389
Ge  1.940460  -0.015611  -0.344550
C  2.164908  1.734873  -1.346793
C  3.621962  2.142329  -1.541433
C  2.535670  -1.659722  -1.334464
C  3.975052  -2.132290  -1.146106
C  3.931647  0.020659  1.938256
C  4.904730  0.246102  0.960906
C  6.249797  0.307042  1.277407
C  6.656690  0.143242  2.592058
C  5.706143  -0.080846  3.580776
C  4.363856  -0.144615  3.261051
H  -1.326845  -3.076674  4.232798
H  -1.352050  -1.356791  4.606867
H  0.160540  -2.141831  4.133435
H  -2.296040  -1.752061  2.308756
H  -0.830275  -2.623329  1.852995
H  -2.296779  1.456527  2.492246
H  -0.864029  2.391915  2.039093
H  -1.179638  0.885397  4.707933
H  -1.328264  2.624611  4.487515
H  0.226185  1.844998  4.226632
H  1.687848  -0.142531  3.508764
H  1.620586  2.498475  -0.788492
H  1.669804  1.587198  -2.307402
H  4.121678  2.330720  -0.592821
H  3.651800  3.065892  -2.122266
H  4.183116  1.386869  -2.093343
H  2.330133  -1.475516  -2.390758
H  1.854621  -2.446308  -0.994028
H  4.693766  -1.452028  -1.601366
H  4.090287  -3.102121  -1.632128
H  4.235439  -2.256812  -0.096477
H  4.590731  0.375784  -0.067915
H  6.984717  0.480654  0.501886
H  7.706909  0.186895  2.846406
H  6.017626  -0.209919  4.608815
H  3.648273  -0.328175  4.050489
C  -3.374236  -3.357645  -0.727963
C  -2.243491  -2.542557  -0.672122
N  -2.331131  -1.226429  -0.594825
C  -3.533269  -0.627673  -0.535565
C  -4.724179  -1.372538  -0.574367
C  -4.615873  -2.769968  -0.683709
C  -5.979596  -0.690948  -0.492931
C  -6.028529  0.650814  -0.344008
C  -4.829064  1.428517  -0.266662
C  -4.834510  2.819228  -0.055665
C  -3.642001  3.496476  0.007127
C  -2.452103  2.784510  -0.159276
N  -2.418255  1.481685  -0.363371
C  -3.581101  0.795909  -0.393447
H  -3.255679  -4.428916  -0.800941
H  -1.250338  -2.973221  -0.673973
H  -5.514192  -3.373433  -0.718551
H  -6.887134  -1.278237  -0.544261
H  -6.979189  1.163766  -0.276284
H  -5.776978  3.337731  0.066359
H  -3.611519  4.562442  0.181413
H  -1.498654  3.299898  -0.120042
N  -0.846906  2.123425  -3.201619
C  -0.702640  0.858435  -3.654504
C  -0.755001  0.580860  -5.034244
C  -0.579460  -0.703610  -5.472795
C  -0.346249  -1.724144  -4.543952
C  -0.312600  -1.389839  -3.219511
N  -0.492969  -0.126742  -2.761509
H  -0.958164  2.884136  -3.847348
H  -0.743391  2.317664  -2.225436
H  -0.925424  1.395083  -5.725816
H  -0.611400  -0.931230  -6.529802
H  -0.186710  -2.745209  -4.857792
H  -0.125740  -2.142792  -2.466442

Forces on atoms 1 to 6 (eV/Å):
-1.58 0.42 -0.43
-0.02 -0.03 -0.06
0.14 0.49 -0.27
-0.45 0.21 1.27
0.20 -0.72 -0.30
-0.08 0.14 -0.01

Its multiplicity is 3. The charge is +2. The value obtained for the energy above the lowest of the compared OMol25 structures with the same formula, charge and spin is 0.00 kcal per mole. The value obtained for the HOMO energy (spin up / spin down) is -13.0 / -13.0 eV. The value obtained for the HOMO-LUMO gap (spin up / spin down) is 0.2518 / 0.1541 Eh.

***

(2)
# C33H40N4O6S2SiY

A molecular structure, C33H40N4O6S2SiY (wB97M-V/def2-TZVPD, OMol25).

Geometry (Å):
Y  0.872850  0.210733  -0.359736
C  -0.910830  2.797690  1.587492
O  0.291846  2.098623  1.322722
C  1.277569  2.177509  2.312945
C  1.155159  2.918075  3.463901
C  2.195227  2.931600  4.400407
C  3.350847  2.211036  4.139310
C  3.482629  1.466416  2.977727
C  2.435028  1.400635  2.039429
N  2.449725  0.657040  0.907390
N  3.596702  -0.120051  0.726239
C  3.848539  -0.663379  -0.468687
C  3.143983  -0.457684  -1.708747
O  2.103052  0.412939  -1.824120
C  3.532356  -1.180338  -2.840798
C  4.561928  -2.101175  -2.849669
C  5.291269  -2.334043  -1.668905
C  6.365262  -3.257391  -1.619947
C  7.064258  -3.478878  -0.463592
C  6.722550  -2.779079  0.706879
C  5.686912  -1.876283  0.686348
C  4.948596  -1.622147  -0.485059
H  -0.721701  3.870738  1.667010
H  -1.374672  2.444458  2.511855
H  -1.588203  2.602016  0.763823
H  0.265270  3.500338  3.665793
H  2.090422  3.509059  5.309970
H  4.165416  2.232898  4.854786
H  4.377061  0.901571  2.761060
H  2.974965  -0.978760  -3.751581
H  4.819654  -2.637626  -3.756673
H  6.629137  -3.788755  -2.529239
H  7.886926  -4.186210  -0.447490
H  7.270616  -2.956904  1.625554
H  5.414771  -1.323846  1.575771
O  -2.299403  -1.199914  -0.941596
S  -2.064791  0.047220  -0.252917
O  -3.225311  0.825800  0.051978
O  -1.367403  -0.359404  1.160250
O  -1.039324  0.843615  -0.944404
N  -0.290839  -1.950033  -2.804532
C  0.564358  -2.558595  -1.949662
N  0.884465  -2.115974  -0.761508
C  1.802923  -2.970132  -0.149810
C  2.332021  -2.813300  1.125796
C  3.202461  -3.768328  1.612881
C  3.571436  -4.868927  0.843935
C  3.070168  -5.029899  -0.435736
C  2.183306  -4.080297  -0.911364
S  1.368714  -4.029548  -2.450851
H  -1.027028  -1.419794  -2.351211
H  -0.606221  -2.514526  -3.573762
H  2.100234  -1.922095  1.687597
H  3.629937  -3.637628  2.598631
H  4.273604  -5.592977  1.235460
H  3.373161  -5.863538  -1.055821
C  -1.401892  -3.232363  1.498004
Si  -1.990217  -1.576353  2.193321
C  -3.907087  -1.653118  2.449908
C  -4.538197  -0.303766  2.843460
C  -4.203372  -2.644287  3.584608
C  -4.622491  -2.189655  1.193309
C  -1.055575  -1.215286  3.832038
C  -1.594094  0.013094  4.577284
C  0.428633  -0.973165  3.526573
C  -1.128700  -2.439195  4.758425
H  -1.909733  -4.095905  1.931714
H  -0.327803  -3.362149  1.652069
H  -1.587323  -3.229056  0.424550
H  -4.185653  0.035885  3.817817
H  -5.625981  -0.420877  2.900844
H  -4.323546  0.462314  2.105891
H  -3.836247  -2.273188  4.542502
H  -3.754178  -3.623944  3.400080
H  -5.285735  -2.774328  3.671993
H  -4.648130  -1.445701  0.407695
H  -5.654158  -2.449495  1.453150
H  -4.135138  -3.081616  0.793868
H  -1.593496  0.893236  3.930570
H  -0.948052  0.232821  5.432414
H  -2.607366  -0.146217  4.950535
H  0.575099  -0.189792  2.780951
H  0.890839  -1.894814  3.175047
H  0.950488  -0.662715  4.436205
H  -2.143022  -2.635362  5.106023
H  -0.498671  -2.268813  5.636994
H  -0.768294  -3.338439  4.252138

Forces on atoms 1 to 6 (eV/Å):
-0.53 -0.54 1.78
-0.09 0.04 -0.05
0.21 -0.19 0.09
0.19 0.01 0.03
-0.10 0.07 0.00
0.11 -0.01 0.10

The charge is -1. The value obtained for the energy above the lowest of the compared OMol25 structures with the same formula, charge and spin is 67.90 kcal per mole. The value obtained for the HOMO energy is -2.0 eV. The value obtained for the HOMO-LUMO gap is 0.1551 Eh.

***

(3)
# C33H40NbO20

A molecular structure, C33H40NbO20 (wB97M-V/def2-TZVPD, OMol25).

Geometry (Å):
C  -5.031935  1.971387  2.161830
C  -5.341888  0.726596  2.958093
O  -6.166841  -0.200142  2.312383
C  -5.729687  -0.508192  0.981664
Nb  -3.664808  -1.372906  0.497711
C  -4.192869  -3.574322  0.297384
C  -3.305742  -4.468511  1.203946
C  -3.770351  -1.042574  -1.773739
O  -3.679861  0.336117  -2.234073
C  -2.512050  0.671827  -2.841221
O  -1.394897  0.515236  -1.990996
C  -0.545080  1.615053  -1.888979
C  0.765608  1.141902  -1.317186
O  1.769262  2.162583  -1.368182
H  -4.517715  1.734717  1.241351
H  -5.929901  2.552935  1.968689
H  -4.370844  2.586877  2.764451
H  -4.401665  0.256088  3.257422
H  -5.859096  1.011915  3.872158
H  -6.409538  -1.294310  0.644354
H  -5.927874  0.344211  0.324113
H  -2.962194  0.334417  0.636216
H  -1.878442  -1.824087  0.341203
H  -3.271753  -1.614535  2.286189
H  -4.049406  -3.944430  -0.718264
H  -5.227227  -3.765004  0.584205
H  -3.472663  -5.527403  1.015742
H  -2.258854  -4.235974  1.051866
H  -3.500254  -4.248613  2.247291
H  -3.110253  -1.667423  -2.372715
H  -4.788900  -1.354976  -2.027434
H  -2.608020  1.711827  -3.153282
H  -2.334876  0.050288  -3.727889
H  -0.354863  2.062382  -2.872182
H  -0.975327  2.376145  -1.233697
H  0.632087  0.840605  -0.285050
H  1.091818  0.278466  -1.889809
H  1.434207  2.864716  -1.921604
C  4.119158  1.349570  1.060764
C  4.868930  0.306495  0.676681
C  6.114694  -0.109116  1.421274
O  6.719948  -1.079099  0.995196
C  6.524237  0.655712  2.579523
C  5.774861  1.698635  2.961770
C  4.517625  2.105591  2.229029
O  3.916464  3.063678  2.678983
O  6.051566  2.464307  4.002890
O  4.593711  -0.448533  -0.372598
H  3.225592  1.651939  0.530414
H  7.419524  0.350941  3.101020
H  5.332300  3.126399  4.039522
H  5.288405  -1.131795  -0.410215
C  -0.472504  -1.155230  -7.659466
C  -0.741277  -1.373438  -6.361838
C  -1.991348  -2.092942  -5.910573
O  -2.119038  -2.248521  -4.715276
C  -2.942412  -2.534512  -6.915146
C  -2.670813  -2.310607  -8.206638
C  -1.410132  -1.615379  -8.658821
O  -1.260572  -1.479549  -9.861969
O  -3.464129  -2.671577  -9.204668
O  0.039694  -0.990126  -5.373419
H  0.419260  -0.644500  -7.993209
H  -3.841501  -3.032269  -6.581043
H  -3.009958  -2.384806  -10.020375
H  -0.397400  -1.269322  -4.540992
C  -1.014572  6.810421  0.058715
C  -1.611989  7.641135  0.921824
C  -2.561181  7.153437  1.990612
O  -3.030593  8.008031  2.725396
C  -2.847276  5.743656  2.071135
C  -2.252807  4.899866  1.206798
C  -1.287216  5.387358  0.147374
O  -0.788659  4.552118  -0.581049
O  -2.453028  3.605484  1.205878
O  -1.436120  8.952985  0.931592
H  -0.333061  7.152650  -0.706811
H  -3.537882  5.403731  2.829401
H  -1.913265  3.223113  0.486472
H  -1.990334  9.283547  1.666560
C  6.336567  -5.527463  3.468552
C  6.774994  -4.322693  3.069033
C  7.226483  -3.267758  4.051918
O  7.637591  -2.236209  3.559812
C  7.142708  -3.548553  5.470837
C  6.697119  -4.749142  5.865216
C  6.280242  -5.820214  4.883386
O  5.913240  -6.879997  5.359212
O  6.585195  -5.117065  7.129291
O  6.850204  -3.942424  1.810731
H  6.012731  -6.290866  2.776020
H  7.449741  -2.779683  6.165388
H  6.240381  -6.031692  7.111176
H  7.158599  -3.008610  1.802753

Forces on atoms 1 to 6 (eV/Å):
-0.14 0.21 0.32
0.20 0.14 0.24
-0.49 -0.01 -0.36
0.67 0.26 0.98
-2.13 -0.91 -1.04
1.17 -0.22 0.33

The charge is -1. The value obtained for the HOMO energy is -4.5 eV. The value obtained for the HOMO-LUMO gap is 0.1637 Eh.

***

Q: Which value of charge does entry 1 give?
A: +2

***

Q: Which formula does entry 3 have?
A: C33H40NbO20